A 5-piece molecular cluster, C27H48O11 overall in a non-equilibrium geometry, computed with the ωB97M-V functional and the def2-TZVPD basis.

Summary:
SMILES string	C#C[C@]1(CCCCCC)COC(=O)O1.CCOC(C)=O.CCOC(C)=O.CCOC(C)=O.CCOC(C)=O
charge	0
highest occupied orbital energy	-9.89	eV
E	-51289.8744	eV

Last column: Mulliken charge in e.
CARTESIAN COORDINATES (ANGSTROEM)
O -0.262473 -3.526600 1.809934  -0.107
O 1.411116 -5.408712 1.323631  -0.518
O -0.264809 -2.076044 -3.852261  -0.502
O -2.220075 -2.147571 -4.942474  -0.253
O -1.145193 0.883373 3.601855  -0.353
O 0.798315 1.987840 3.742137  -0.377
O 5.324721 3.732193 4.632562  -0.346
O -1.855900 3.281937 -8.513219  -0.594
O -1.785917 1.683594 -6.945688  -0.353
O 7.268228 4.836660 4.772845  -0.592
O -1.094982 -5.508371 0.991560  -0.393
C 0.313457 2.552135 -7.884820  -0.845
C 0.843507 -1.528062 -0.162353  -0.644
C -3.937311 -2.327635 1.907547  -0.979
C 2.401817 -2.447816 4.138792  -0.820
C -0.456173 1.174642 -4.970247  -0.812
C 3.904304 3.619401 4.840465  -0.379
C -0.427984 2.013682 3.791731  0.900
C 6.041930 4.862501 4.822438  0.699
C -1.186194 2.516392 -7.825928  0.676
C 2.362816 -0.888529 3.564534  0.396
C 5.313072 6.162016 5.006098  -0.850
C -1.114488 0.633824 -6.224094  0.071
C -3.266833 -2.849734 -5.638749  -0.402
C 2.549457 -0.870742 1.915469  -0.668
C -1.198254 -2.743759 -4.287887  0.812
C -1.156841 3.313196 3.975391  -1.421
C -3.330037 1.232690 2.584972  -0.852
C -2.627286 -2.610844 1.417124  -0.533
C -1.267636 -4.220302 -4.025766  -0.937
C -0.796047 -1.840674 -0.205815  -0.186
C 3.139877 4.081509 3.615679  -0.444
C 0.178993 -4.884170 1.381379  0.442
C -2.565610 0.770581 3.809759  -0.448
C -4.370698 -3.260118 -4.684253  -1.030
C 1.095979 -0.639380 1.191523  0.140
C -1.220206 -3.125790 0.730189  1.443
C -1.643341 -4.541035 0.010672  -0.116
H 3.597837 4.140108 5.752713  0.338
H 2.064297 3.944142 3.757650  -0.064
H -5.187836 -3.745447 -5.225213  0.380
H 0.006682 0.365842 -4.397967  0.186
H -0.588799 3.932875 4.676295  0.335
H 3.166766 -0.202940 4.093443  0.066
H -3.142336 2.287289 2.366454  0.334
H 1.964466 -3.148337 3.295137  0.074
H -1.292938 -0.876167 0.291544  -0.114
H 5.881115 6.781695 5.707001  0.299
H -0.415230 0.096451 -6.871799  0.307
H -2.769541 -0.292379 3.978661  0.350
H -1.226079 3.824792 3.012008  0.263
H -2.151539 3.205102 4.402963  0.416
H -3.014943 0.667083 1.701823  0.102
H 0.677648 3.369008 -7.256555  0.238
H 1.303916 -0.453899 3.891812  -0.290
H -1.887391 -0.088307 -5.939232  -0.130
H -1.861091 -4.770581 -4.753042  0.354
H 0.789589 1.621062 -7.584275  0.313
H -1.669439 -4.388057 -3.023247  -0.018
H 3.137845 -1.813905 1.546285  0.362
H -2.863651 -3.692755 -6.207970  0.377
H -5.109327 -2.122741 1.970969  0.326
H 3.700373 2.556441 5.009368  0.207
H -4.005978 -3.949598 -3.918252  0.219
H -1.219854 -1.883774 -1.305020  0.076
H 3.502591 -2.797398 4.416158  0.299
H 3.327578 5.136109 3.397161  0.307
H -1.073845 -4.806385 -0.984748  0.206
H -4.765852 -2.384928 -4.157902  0.320
H -3.673163 -2.147456 -6.374751  0.342
H 3.454971 3.515903 2.732528  0.253
H 0.615260 2.728611 -8.921985  0.299
H 1.015971 0.505630 0.908550  0.292
H 1.045450 -0.861324 -1.128587  0.257
H -0.254665 -4.630576 -4.084972  0.345
H 1.497425 -2.493831 -0.256163  0.343
H -1.194734 1.677774 -4.337367  0.304
H -2.872077 1.291287 4.722006  0.379
H 5.243834 6.673612 4.042715  0.227
H 3.202271 0.094446 1.662204  0.215
H 0.204011 -0.858858 1.929527  -0.194
H -4.405617 1.095322 2.726943  0.351
H 1.674940 -2.482282 5.084373  0.269
H 0.312799 1.915185 -5.205707  0.339
H 4.318375 6.053922 5.433669  0.318
H -2.813384 -4.480044 0.010062  0.401

Atoms 1-6, force components in eV/Å:
O 0.9 -2.1 -3.1
O -9.0 3.9 0.8
O -1.8 -0.8 -0.9
O 0.5 0.3 0.0
O 0.6 -0.1 0.2
O -2.2 -0.4 0.1

---

C60H68BrN7O2PReS3 as an isolated structure, computed with the ωB97M-V functional and the def2-TZVPD basis.

Summary:
charge	+3
⟨S²⟩	0.756
highest occupied orbital energy (alpha / beta)	-13.72 / -13.82	eV
energy above the lowest of the compared OMol25 structures with the same formula, charge and spin	8.183	eV
E	-191790.6293	eV
spin multiplicity	2

Last column: Mulliken charge in e.
CARTESIAN COORDINATES (ANGSTROEM)
Re -0.190984 -0.329459 0.454549  0.595
Br -0.462259 4.986086 -1.876555  -0.060
S 2.166785 0.105114 -0.031634  2.203
S -0.397141 0.345815 -2.401091  0.329
S 0.628014 0.416041 2.536106  1.832
P -2.252966 -2.934359 0.040487  -1.619
O 2.001627 -0.027077 2.804933  -0.686
O 3.049591 -0.950192 0.466541  -0.677
N -1.630957 -1.446492 0.219017  1.357
N -3.222985 -3.045704 -1.294314  0.379
N 1.354811 1.242401 -5.143762  0.208
N -3.141181 -3.381974 1.329850  1.150
N -0.977515 -0.851200 -4.814020  0.592
N -1.059457 -4.046952 -0.136156  0.248
N -1.129367 1.527298 0.192724  0.836
C -1.729215 0.054116 3.955413  -0.238
C 3.581168 5.789381 4.790446  -0.773
C 1.150411 -3.263428 0.660383  0.732
C 1.416243 0.703884 -2.714218  -1.034
C 2.831308 1.770707 0.058358  -0.058
C 2.309063 5.370328 5.031254  -1.108
C -0.351671 -0.084999 3.922745  -0.083
C -4.693783 -3.083587 -1.141991  -0.875
C 3.069338 -1.494111 -3.640701  -1.232
C -2.380522 1.691279 0.671824  0.192
C 0.732753 1.285427 -6.314929  0.557
C 2.352856 2.818116 0.844990  -0.138
C -1.995974 -1.398050 -6.906917  -1.702
C 1.799032 2.871614 2.249359  -0.005
C 2.411008 3.863832 3.095678  0.704
C 0.357499 -0.524615 5.034232  -0.866
C -4.451066 -0.630031 -1.637126  0.019
C -0.091693 -4.076616 0.971298  -1.359
C 1.719973 5.250731 0.679263  -0.714
C -3.098179 2.853259 0.480886  -1.495
C -0.126457 -0.247798 -3.926056  -1.136
C -1.276161 3.714976 -0.764016  -0.591
C 3.801303 2.013391 -0.953217  -0.440
C -4.348700 -3.139067 3.438363  -1.229
C 1.898835 6.492972 0.145147  -1.006
C 3.423057 4.366937 -0.799924  1.396
C 0.431073 3.868365 4.515343  -1.648
C -2.408926 -0.235349 5.126133  -0.966
C 1.764880 -3.697214 -0.663891  -1.475
C -0.010167 2.743646 3.883004  -0.970
C -3.855024 -1.251643 -2.895593  -0.575
C 0.716192 2.195601 2.804421  1.052
C 2.283879 -0.083718 -1.812742  -1.183
C 0.732083 -3.667755 -1.790540  1.033
C 2.884895 6.720383 -0.837663  -0.834
C 2.504159 4.140184 0.252734  1.089
C 2.267848 -0.968185 -4.566434  0.351
C -2.467463 -1.018262 7.520878  -1.703
C -3.292462 -2.537778 2.524912  0.593
C 3.040967 -1.087105 -2.244851  -1.387
C -1.006828 -0.580800 -6.138723  1.152
C -0.342893 -0.829976 6.188390  -0.917
C -1.728708 -0.684768 6.258071  0.603
C -2.550015 3.892980 -0.257007  -0.422
C 4.314746 5.228113 3.719941  -0.826
C -3.508443 -4.811617 1.497199  -0.957
C 4.150282 3.271646 -1.319958  -1.547
C -5.261780 -1.690324 -0.872430  -0.790
C -0.589804 2.546175 -0.493859  0.712
C 2.286116 -1.467540 -5.979138  -1.608
C -0.489986 -4.497195 -1.405796  -1.706
C 1.142106 2.404337 -7.221496  -1.559
C 1.710942 4.376205 4.215764  1.250
C -2.833202 -2.343106 -2.523953  -1.068
C 1.299878 0.148440 -4.175330  1.702
C -3.909283 -4.510104 3.962821  -0.759
C 3.620476 5.673636 -1.307613  -1.194
C 3.746048 4.312625 2.887255  -0.651
C -0.261311 0.394913 -6.771882  -1.097
C -3.133895 -5.292647 2.889825  -0.665
H -4.786610 -5.073046 4.280766  0.403
H -3.633302 -0.264209 -1.009865  -0.562
H 4.939904 3.439599 -2.041338  0.570
H 4.294502 1.166770 -1.408554  0.628
H 1.744772 5.765022 5.866492  0.488
H -4.651065 -1.682633 -3.506126  0.623
H -0.188398 -5.541001 -1.271174  0.545
H 2.139241 -4.719482 -0.546854  0.601
H -5.245903 -1.481968 0.200269  0.234
H 1.433378 -0.622800 4.984512  0.687
H 3.636007 -1.631558 -1.521992  1.086
H 2.483299 -0.675270 -6.702671  0.290
H -0.576651 -3.730335 1.885434  0.184
H -0.902607 2.249507 4.235263  0.614
H 3.072612 -2.211218 -6.088009  0.556
H 1.278556 7.313496 0.480433  0.482
H 0.431540 2.435729 -0.817138  -0.101
H 3.044271 7.718603 -1.222332  0.452
H 0.581829 3.302185 -6.948525  0.336
H 1.584531 1.782625 -2.666546  1.250
H -3.102148 4.804048 -0.443593  0.593
H 4.043151 6.530040 5.428662  0.444
H -1.844079 -1.902540 -2.350950  0.202
H 3.746823 -2.291434 -3.918252  0.482
H 0.193634 -5.120598 1.136809  0.434
H -3.584887 -1.534447 2.210205  -0.277
H -2.733176 -3.068512 -3.341584  0.325
H 0.424112 -2.626969 -1.968283  -0.818
H -3.284224 -4.384099 4.848558  0.331
H -2.998945 -5.390581 0.728521  0.552
H -4.969380 -3.789064 -0.367250  0.296
H -5.287588 -3.219208 2.884740  0.350
H -1.264529 -4.492590 -2.171362  0.421
H -1.701364 -2.449701 -6.885173  0.368
H -6.308030 -1.671301 -1.182864  0.506
H 2.626737 -3.074886 -0.894217  0.235
H 1.161898 -4.049991 -2.718593  0.636
H -2.989910 -1.318006 -6.460694  0.370
H 4.336464 3.892901 2.085043  0.465
H -2.056469 -5.175160 3.026387  0.120
H -2.564939 -2.100396 7.629557  0.305
H -3.388269 -0.477836 -3.513717  0.458
H -1.929840 -0.653628 8.395123  0.450
H 0.895425 -2.175817 0.595707  -0.978
H -4.583647 -4.934387 1.339422  0.512
H -0.502894 0.521874 -7.816544  0.400
H 4.367866 5.823321 -2.076658  0.526
H 0.953754 5.110646 1.427437  0.538
H -2.056774 -1.076310 -7.941455  0.467
H -1.704988 -1.455590 -4.454299  -0.182
H 1.869195 -3.320618 1.477350  0.790
H -2.806004 0.839904 1.178452  0.060
H 2.205856 2.624361 -7.133313  0.426
H 0.199683 -1.177352 7.058769  0.494
H -4.537016 -2.456881 4.266235  0.431
H -2.266396 0.411866 3.089916  0.309
H -2.340590 -2.453519 3.058386  -0.052
H -0.147070 4.311395 5.315932  0.534
H 2.103685 1.910219 -5.002781  0.442
H -3.467435 -0.588553 7.525483  0.404
H -3.339580 -6.360138 2.965122  0.541
H -5.074881 0.227184 -1.890727  0.701
H 1.343759 -1.940756 -6.259657  0.222
H -3.482621 -0.102865 5.170175  0.477
H -5.083538 -3.490788 -2.076375  0.501
H 5.343105 5.525526 3.564588  0.487
H -4.094707 2.931530 0.892457  0.646
H 0.911249 2.173030 -8.257252  0.449

Atoms 1-6, force components in eV/Å:
Re -0.5 0.0 -0.4
Br -0.1 0.0 -0.1
S 0.5 -0.3 0.0
S -0.1 -0.1 0.2
S 0.2 0.0 0.0
P -0.2 -0.2 -0.1

---

- The lowest E belongs to which entry?
  C60H68BrN7O2PReS3